{
  "formula": "C3H10N3",
  "method": "the ωB97M-V functional and the def2-TZVPD basis",
  "relative_energy_kj_mol": 318.5,
  "orbital_gap_ev": 9.74,
  "charge": 1,
  "smiles": "C=N[C@@H]([NH3+])CN",
  "symbols": ["C", "C", "C", "N", "N", "N", "H", "H", "H", "H", "H", "H", "H", "H", "H", "H"],
  "coordinates": [[0.115, -2.029, 0.857], [0.755, 0.965, -0.004], [-0.547, -0.098, -0.307], [-0.486, -0.939, 0.876], [1.929, 0.612, -0.775], [-1.865, 0.660, -0.124], [0.174, -2.708, 1.787], [0.513, -2.429, -0.048], [0.882, 0.708, 1.040], [0.395, 1.962, -0.323], [-0.538, -0.678, -1.187], [2.353, 1.245, -1.410], [2.518, -0.008, -0.305], [-2.391, 0.965, -0.961], [-2.388, 0.147, 0.629], [-1.421, 1.623, 0.254]],
  "nbo_charge": [0.00, -0.20, 0.05, -0.48, -0.84, -0.73, 0.22, 0.16, 0.23, 0.19, 0.21, 0.40, 0.38, 0.46, 0.48, 0.45]
}

=====

{
  "formula": "C9H12NO",
  "method": "the ωB97M-V functional and the def2-TZVPD basis",
  "relative_energy_kj_mol": 596.6,
  "orbital_gap_ev": [7.37, 3.33],
  "charge": 1,
  "symbols": ["C", "C", "C", "C", "C", "C", "C", "C", "C", "N", "O", "H", "H", "H", "H", "H", "H", "H", "H", "H", "H", "H", "H"],
  "coordinates": [[2.446, 2.857, 0.713], [1.681, 2.390, 1.778], [2.183, 2.422, -0.583], [0.674, 1.478, 1.560], [1.155, 1.541, -0.826], [0.382, 1.048, 0.247], [-2.202, -3.259, 0.266], [-0.982, -4.000, 0.130], [-1.639, 0.689, -1.818], [-0.537, 0.054, 0.130], [-1.277, -0.149, -0.925], [3.254, 3.548, 0.893], [1.884, 2.734, 2.781], [2.795, 2.773, -1.400], [0.073, 1.101, 2.371], [0.983, 1.177, -1.830], [-2.251, -2.406, 0.921], [-3.092, -3.540, -0.273], [-0.427, -4.029, 1.071], [-1.132, -4.994, -0.293], [-0.302, -3.463, -0.550], [-1.350, 1.731, -1.811], [-2.320, 0.296, -2.554]],
  "nbo_charge": [-0.08, -0.20, -0.22, -0.12, -0.14, 0.04, -0.30, -0.69, 0.22, 0.01, -0.15, 0.24, 0.25, 0.25, 0.25, 0.22, 0.16, 0.18, 0.22, 0.23, 0.21, 0.20, 0.23]
}

=====

{
  "formula": "C32H53N3O18S7",
  "method": "the ωB97M-V functional and the def2-TZVPD basis",
  "orbital_gap_ev": 8.35,
  "smiles": "O=NOC1=C(CCSc2nnco2)C(=O)OC1=O.O=S1(=O)CCCC1.O=S1(=O)CCCC1.O=S1(=O)CCCC1.O=S1(=O)CCCC1.O=S1(=O)CCCC1.O=S1(=O)CCCC1",
  "symbols": ["O", "N", "O", "C", "C", "C", "C", "S", "C", "N", "N", "C", "O", "C", "O", "O", "C", "O", "H", "H", "H", "H", "H", "C", "C", "C", "S", "O", "O", "C", "H", "H", "H", "H", "H", "H", "H", "H", "C", "C", "C", "S", "O", "O", "C", "H", "H", "H", "H", "H", "H", "H", "H", "C", "C", "C", "S", "O", "O", "C", "H", "H", "H", "H", "H", "H", "H", "H", "C", "C", "C", "S", "O", "O", "C", "H", "H", "H", "H", "H", "H", "H", "H", "C", "C", "C", "S", "O", "O", "C", "H", "H", "H", "H", "H", "H", "H", "H", "C", "C", "C", "S", "O", "O", "C", "H", "H", "H", "H", "H", "H", "H", "H"],
  "coordinates": [[3.188, -1.653, 0.084], [3.312, -1.079, -0.906], [2.029, -0.545, -1.426], [0.946, -1.233, -1.002], [-0.043, -0.768, -0.246], [-0.173, 0.639, 0.258], [-1.672, 0.975, 0.410], [-2.481, 0.808, -1.214], [-3.948, -0.026, -0.791], [-5.024, 0.438, -0.266], [-5.890, -0.634, -0.144], [-5.278, -1.657, -0.618], [-4.044, -1.353, -1.050], [-0.937, -1.939, -0.001], [-1.850, -2.080, 0.742], [-0.469, -3.021, -0.768], [0.726, -2.668, -1.335], [1.433, -3.400, -1.951], [0.245, 1.325, -0.481], [0.352, 0.761, 1.208], [-1.825, 1.978, 0.796], [-2.114, 0.298, 1.137], [-5.638, -2.667, -0.700], [0.520, 4.406, 5.236], [1.851, 3.902, 4.664], [1.522, 3.002, 3.469], [-0.032, 3.603, 2.808], [-1.043, 2.585, 2.976], [0.188, 4.196, 1.509], [-0.299, 4.877, 4.035], [0.666, 5.212, 5.954], [0.006, 3.590, 5.747], [2.448, 4.754, 4.331], [2.430, 3.368, 5.412], [2.274, 3.060, 2.685], [1.383, 1.967, 3.777], [-1.366, 4.965, 4.227], [0.089, 5.809, 3.625], [-8.546, 1.679, -3.328], [-9.548, 0.759, -4.037], [-8.788, -0.501, -4.466], [-7.443, -0.693, -3.283], [-6.182, -0.533, -3.976], [-7.683, -1.861, -2.470], [-7.781, 0.795, -2.349], [-9.044, 2.498, -2.811], [-7.857, 2.111, -4.057], [-10.348, 0.491, -3.343], [-10.009, 1.242, -4.897], [-9.404, -1.396, -4.433], [-8.351, -0.392, -5.456], [-6.842, 1.220, -2.004], [-8.395, 0.508, -1.496], [4.062, -0.543, 7.259], [2.932, -1.544, 7.544], [1.608, -0.772, 7.481], [1.888, 0.597, 6.349], [1.786, 1.829, 7.093], [1.129, 0.401, 5.138], [3.617, 0.254, 6.037], [5.012, -1.043, 7.079], [4.191, 0.126, 8.112], [2.939, -2.327, 6.785], [3.054, -2.026, 8.513], [0.786, -1.372, 7.099], [1.337, -0.342, 8.443], [4.147, 1.194, 5.900], [3.672, -0.341, 5.125], [5.644, 3.846, 0.277], [4.887, 2.673, -0.362], [5.082, 1.460, 0.554], [5.308, 2.110, 2.211], [6.634, 1.796, 2.676], [4.161, 1.780, 3.031], [5.251, 3.840, 1.751], [5.392, 4.795, -0.194], [6.720, 3.694, 0.177], [3.826, 2.924, -0.434], [5.243, 2.457, -1.367], [4.216, 0.806, 0.572], [5.977, 0.892, 0.278], [5.926, 4.397, 2.398], [4.226, 4.184, 1.893], [8.946, -3.275, -0.026], [7.522, -3.797, 0.205], [6.578, -2.590, 0.141], [7.369, -1.396, -0.949], [7.690, -0.226, -0.163], [6.622, -1.270, -2.173], [8.862, -2.342, -1.229], [9.652, -4.085, -0.203], [9.285, -2.719, 0.850], [7.261, -4.512, -0.578], [7.431, -4.311, 1.161], [5.604, -2.837, -0.272], [6.460, -2.113, 1.113], [9.702, -1.658, -1.320], [8.722, -2.894, -2.159], [-5.474, -3.583, -6.643], [-5.004, -2.739, -7.836], [-6.206, -2.559, -8.771], [-7.668, -2.645, -7.724], [-8.437, -3.807, -8.090], [-8.299, -1.347, -7.663], [-6.798, -2.973, -6.198], [-4.747, -3.578, -5.832], [-5.626, -4.618, -6.955], [-4.666, -1.765, -7.479], [-4.171, -3.206, -8.358], [-6.207, -1.600, -9.281], [-6.285, -3.365, -9.499], [-7.397, -3.634, -5.575], [-6.638, -2.020, -5.694]],
  "lowdin_charge": [0.11, 0.08, 0.02, -0.19, -0.07, -0.15, -0.42, 1.03, -0.69, 0.07, 0.06, -0.18, 0.03, -0.36, 0.19, 0.16, -0.38, 0.19, 0.12, 0.13, 0.06, 0.09, 0.14, -0.21, -0.21, -0.24, 0.67, -0.32, -0.33, -0.22, 0.12, 0.11, 0.12, 0.09, 0.07, 0.07, 0.11, 0.11, -0.22, -0.21, -0.22, 0.65, -0.33, -0.33, -0.24, 0.12, 0.12, 0.12, 0.12, 0.11, 0.08, 0.09, 0.11, -0.22, -0.21, -0.21, 0.68, -0.32, -0.32, -0.23, 0.12, 0.12, 0.12, 0.11, 0.10, 0.10, 0.11, 0.11, -0.21, -0.19, -0.22, 0.67, -0.31, -0.34, -0.22, 0.12, 0.12, 0.12, 0.12, 0.07, 0.07, 0.11, 0.10, -0.22, -0.21, -0.22, 0.66, -0.33, -0.32, -0.23, 0.12, 0.12, 0.12, 0.11, 0.08, 0.11, 0.11, 0.11, -0.21, -0.21, -0.22, 0.67, -0.32, -0.33, -0.23, 0.12, 0.12, 0.12, 0.11, 0.10, 0.10, 0.12, 0.07]
}

=====

> What is the formula in the first record?

C3H10N3